C5H9NO | wB97M-V/def2-TZVPD

Cartesian coordinates (Å):
C: 0.12595 0.06723 1.38259
H: -0.67393 0.01432 -1.73768
H: 0.65482 -2.20211 -0.04463
H: -0.89047 -2.37534 -0.87829
H: 0.59782 -2.08630 -1.80585
H: 0.70186 -0.85754 1.44191
H: -0.87579 2.00820 -0.81073
H: 0.90615 0.21214 -0.86420
C: 0.70612 1.31194 0.70885
H: -1.24684 2.18658 0.93300
C: -0.71223 1.59322 0.18898
O: 1.80322 1.75193 0.52257
C: -0.11636 -0.33069 -0.86214
C: 0.06310 -1.83529 -0.89056
N: -0.91739 0.11561 0.30835
H: -0.21932 0.34427 2.38004

Calculated values
frontier orbital gap = 10.84 eV
structure (SMILES) = CCN1CC(=O)C1
HOMO level = -9.8107 eV
spin multiplicity = 1
ΔE to the lowest compared entry with this formula, charge and spin = 264.0 kJ/mol

---

C15H25OP | wB97M-V/def2-TZVPD

Cartesian coordinates (Å):
C: -0.28625 -1.15879 2.17033
H: 3.43194 2.41366 -2.01845
C: 2.76612 1.62804 -1.65357
C: 2.19457 0.34537 0.48217
H: 1.75220 2.03352 -1.65500
H: 1.66624 -1.54511 2.96053
H: -1.12448 0.80870 2.39677
H: -2.97234 -0.23266 -1.75211
C: 0.65394 -3.35938 2.46809
H: -2.26594 1.03006 -2.76072
H: 2.57208 0.13873 1.48701
C: -1.56170 -3.12454 1.59700
H: -2.28598 -1.12496 1.40467
C: 0.76102 -1.98360 2.56499
H: -0.69537 -0.58038 -0.56173
H: -4.63030 1.40726 -0.85958
H: 1.47830 -3.98439 2.77913
H: -1.64859 2.32182 -0.71788
C: -0.50602 -3.93488 1.97863
H: 2.10684 -0.60490 -0.04325
H: 3.15406 2.23862 0.35485
O: 0.55484 2.57572 0.82954
H: -0.02690 0.66931 -1.62011
H: 2.63000 0.73384 -3.61243
C: 2.86223 0.43202 -2.59340
H: -0.59007 -5.00870 1.90254
C: -1.86303 1.25212 -0.65998
H: 2.16910 -0.35677 -2.30982
H: 0.51374 0.64267 3.03495
H: -4.72770 1.30188 -2.61806
C: 3.15199 1.30535 -0.21296
C: -0.54259 0.49423 -0.67427
P: 0.52576 1.11276 0.69816
H: -2.37801 1.07742 0.28820
C: -4.09482 1.60235 -1.78630
C: -1.45247 -1.74920 1.69441
C: -2.77522 0.84105 -1.81280
C: -0.15857 0.32392 2.23336
H: 3.87007 0.02145 -2.58116
H: 4.16309 0.88876 -0.18845
H: -3.91658 2.67273 -1.85795
H: -2.47519 -3.56510 1.22465

Calculated values
frontier orbital gap = 9.82 eV
structure (SMILES) = CCCCP(=O)(CCCC)Cc1ccccc1
HOMO level = -9.0065 eV
spin multiplicity = 1
ΔE to the lowest compared entry with this formula, charge and spin = 0.0 kJ/mol

---

C26H53Br2N2O7 | wB97M-V/def2-TZVPD

Cartesian coordinates (Å):
H: -4.64982 2.48137 2.28952
H: 3.65940 4.09422 -5.76221
C: -5.95849 0.47098 1.65521
H: -5.22535 3.50595 0.95979
H: 0.01676 0.64984 1.39722
C: 0.00035 -4.83171 -0.12576
H: -3.83115 2.46009 0.71318
C: 0.38143 -0.97611 4.21084
H: -7.41887 -0.41512 2.86876
O: -0.30276 -1.10500 2.99519
H: 3.86600 0.19159 -5.30854
C: 0.00069 -0.28961 0.84328
H: 2.49663 2.87925 -4.11728
H: 0.74461 -5.49144 0.31269
H: 0.02602 -4.98169 -1.20179
O: 2.04240 1.16600 -5.19268
H: 3.02688 3.04006 -1.95395
C: 5.92152 -2.91122 1.53382
C: 2.94188 0.18228 -4.73051
H: 7.90420 -2.26295 2.10025
C: 1.26862 0.23503 4.08043
N: -2.27773 0.43737 0.70527
H: 3.19528 -0.31742 3.56733
C: 2.38528 2.53918 -5.14881
C: 3.23782 0.11752 -3.23953
H: 2.53460 0.72690 2.49710
H: -1.71240 -1.39827 -0.07265
H: -5.28544 0.51057 2.51904
O: -7.95552 1.49761 2.79783
H: -0.99997 -5.08384 0.21309
H: 2.34285 -0.19025 -2.68729
O: 4.78866 2.41313 -5.78679
C: -10.03106 0.82632 -0.22695
C: -9.24692 2.73496 1.00908
H: 0.92163 -1.87911 4.50468
C: 2.01745 -1.25102 2.13763
H: 0.64255 -0.18492 -0.02569
C: 3.53894 3.03329 -6.01096
C: -1.43741 -0.47797 0.44372
H: 2.60461 -0.44698 0.19147
C: -8.19455 2.71162 2.10983
H: 5.64031 0.68950 -6.51389
H: 6.22271 2.18632 -7.24609
H: 1.49849 3.04859 -5.53437
H: -9.20619 3.74487 0.58427
O: -5.65475 1.50511 0.73974
H: 5.34516 -3.83443 1.52290
H: 2.45113 -0.76666 -4.96750
H: 3.97660 -0.68400 -3.11772
C: 5.33384 1.67793 -6.86630
C: -4.79825 2.53159 1.20857
H: -8.57407 3.38637 2.88185
H: -0.35391 -0.78148 4.98944
C: 2.94697 -1.16935 0.92796
O: 3.79892 1.27623 -2.65299
Br: 0.89427 -2.39676 -1.31836
H: 0.65879 1.02533 3.65026
H: 7.79706 -3.96030 1.71325
C: 4.41832 -0.82722 1.26738
H: 4.61910 1.54876 -7.68132
H: 4.39581 -2.25661 2.93458
H: -10.72772 0.78374 0.61274
C: 7.27222 -3.14375 2.20660
H: 2.29142 -2.15625 2.67559
C: 2.99108 1.97177 -1.73280
H: -8.05769 0.05407 1.31590
H: 6.11551 -2.61271 0.50448
H: -7.25856 3.15296 1.76368
H: -10.59043 1.00676 -1.14793
H: -10.24596 2.61250 1.43868
H: 4.47738 0.19324 1.65416
O: -9.05067 1.83136 -0.05959
H: 4.93925 -0.82042 0.31356
H: -9.54100 -0.14657 -0.31988
C: 0.20334 -2.81641 1.39036
H: -3.20612 0.18753 0.36529
C: -7.40474 0.38584 2.12357
N: 2.33763 -0.09464 3.06599
Br: -0.32060 -3.98152 2.81091
H: 1.69863 0.59405 5.00963
H: 2.96078 -2.16478 0.48788
C: 5.10374 -1.80486 2.23827
H: 5.81003 -1.22677 2.83782
H: 3.26752 2.98573 -7.06969
H: 1.94660 1.64673 -1.76750
H: -5.76387 -0.47932 1.14082
H: 7.16149 -3.38599 3.26098
H: 3.38204 1.83628 -0.71544
C: 0.50562 -1.37021 1.82105
C: 0.31316 -3.39269 0.18827

Calculated values
frontier orbital gap = 7.52 eV
total charge = +1
HOMO level = -10.4604 eV
spin multiplicity = 1
ΔE to the lowest compared entry with this formula, charge and spin = 0.0 kJ/mol

---

C9H12 | wB97M-V/def2-TZVPD

Cartesian coordinates (Å):
H: -0.98914 -1.60802 0.96308
H: 5.16810 -1.06218 -0.37674
C: -1.60835 0.09707 -0.10173
H: -3.66708 0.71064 0.64304
C: 1.03736 0.50823 -0.05806
H: -2.24417 1.93148 0.88837
H: -2.39716 0.58094 1.93158
H: 2.67944 1.65378 0.50818
C: -1.55985 -1.41584 -0.00597
H: -0.95934 0.08869 -2.21378
H: -0.98814 -1.74003 -0.90152
H: 5.04266 0.36965 0.80960
C: 3.30766 -0.33655 -0.24023
C: 4.55872 -0.32671 0.11657
C: -0.20036 0.59563 -0.36539
C: 2.33675 0.66368 0.19838
C: -2.53229 0.89649 0.86556
H: -1.74699 1.67905 -1.50958
H: -2.60848 -2.02423 0.01926
C: -1.27908 0.69280 -1.42172
H: 2.89708 -1.34424 -0.47556

Calculated values
frontier orbital gap = 8.86 eV
structure (SMILES) = C=CC=C=C1CC1(C)C
HOMO level = -7.9914 eV
spin multiplicity = 1
ΔE to the lowest compared entry with this formula, charge and spin = 367.7 kJ/mol

---

C4H5LiO3 | wB97M-V/def2-TZVPD

Cartesian coordinates (Å):
C: -0.42701 -0.01572 0.04299
H: -2.16368 2.57425 -0.43586
O: -1.14581 -0.95294 0.24840
O: 0.90099 0.03563 0.53093
O: -0.70169 1.12890 -0.46806
H: 0.74950 -1.78140 1.19371
C: -2.02571 1.51270 -0.62054
H: -2.67167 0.78850 -1.11312
C: 1.53340 -1.05551 0.89048
H: 1.94671 1.70054 -0.72422
C: 2.31144 0.66137 -0.83359
Li: -2.71980 -1.66592 1.00980
H: 3.14270 0.62728 -0.10506

Calculated values
frontier orbital gap (spin up / spin down) = 6.82 / 6.42 eV
total charge = +1
HOMO level (spin up / spin down) = -11.7681 / -11.7693 eV
spin multiplicity = 2
ΔE to the lowest compared entry with this formula, charge and spin = 394.8 kJ/mol

---

C14H21N3O5S | wB97M-V/def2-TZVPD

Cartesian coordinates (Å):
C: -1.40719 1.51588 0.41092
H: 0.29897 -0.79512 0.28705
O: -0.39034 -4.87969 -0.53669
H: 0.32700 -3.90096 -2.69800
H: -2.87552 -1.04436 -2.38359
H: 1.58015 -2.67663 -3.05883
H: 2.68389 2.71709 1.73816
O: -1.04617 0.79406 -3.43992
N: 0.99474 2.98712 2.91360
C: -0.18106 2.04855 1.04331
H: 2.20978 -3.96226 -1.15352
C: 1.08315 -0.72060 -0.47760
H: 0.07777 2.85207 4.87029
C: 1.40537 -3.28094 -0.94470
H: 0.75104 2.14076 0.51203
S: -0.37243 0.82976 -2.11896
H: -1.10047 2.27749 2.95050
H: 1.64989 0.22632 -0.23900
C: -2.89718 0.45609 -0.87648
H: 0.28659 4.46175 4.12911
H: 2.88366 -1.70983 -1.06071
C: 0.74422 3.50159 4.27176
C: 0.50500 -4.03016 0.00647
H: -3.65507 0.39636 -2.89669
H: 1.68463 3.62106 4.82985
O: 0.54640 1.94609 -2.02097
H: 1.82874 4.24977 1.45007
C: 2.03886 -1.93242 -0.39365
N: -3.54770 0.83105 0.17739
H: 2.41464 -2.08514 0.63795
C: -1.55790 0.92463 -0.80493
O: 0.55749 -3.81489 1.19985
H: -0.73902 -1.76050 -3.24626
H: -1.04378 -2.16484 -1.54973
H: 2.82056 4.10079 2.82548
H: -4.50530 -0.57956 -1.71359
C: -3.51343 -0.23811 -2.02613
N: 0.47049 -0.65072 -1.81311
C: 2.14610 3.53764 2.17805
C: -0.25517 -1.87545 -2.25963
O: -2.59918 1.43404 1.07057
H: -0.89773 -5.24243 0.20446
C: 0.77537 -2.96506 -2.34595
C: -0.17988 2.45973 2.35179

Calculated values
frontier orbital gap = 8.47 eV
structure (SMILES) = Cc1noc(/C=C/N(C)C)c1S(=O)(=O)N1CCC(C(=O)O)CC1
HOMO level = -7.9408 eV
spin multiplicity = 1
ΔE to the lowest compared entry with this formula, charge and spin = 352.7 kJ/mol